# C8H14BrN2

A gas-phase ion, C8H14BrN2 (charge +1) at a distorted geometry (the ωB97M-V functional and the def2-TZVPD basis, OMol25).

ORCA input file:
```
! RIJCOSX wB97M-V def2-TZVPD def2/J DEFGRID3
* xyz 1 1
C -1.20142 1.44220 1.19083
C -1.12360 -0.09180 1.10936
C 0.12323 -0.72158 0.33000
N -0.05416 -2.22218 0.55451
C 1.62524 -0.40949 1.17155
Br 1.96727 -1.56415 2.65246
C 2.47545 0.44505 0.70386
C 2.21353 1.18201 -0.49387
C 1.26962 0.84829 -1.38651
C 0.32729 -0.29363 -1.10515
N -0.85668 -0.38097 -1.98814
H -0.43758 1.74733 0.48419
H -0.87393 1.92031 2.05248
H -2.17565 1.84371 0.94054
H -1.90895 -0.59651 0.46571
H -1.26807 -0.63940 2.08949
H 0.27054 -2.42837 1.60542
H 0.54682 -2.71872 -0.07503
H -1.07103 -2.43877 0.39995
H 3.41900 0.67219 1.21379
H 2.99761 1.89803 -0.77450
H 1.02062 1.41533 -2.28686
H 1.07570 -1.08054 -1.43981
H -0.86933 0.40751 -2.60880
H -1.62466 -0.33825 -1.31210
*
```

Computed properties:
HOMO: -12.54 eV
Calculated total energy: -81536.8825 eV
Gap between HOMO and LUMO: 9.26 eV
Relative energy (zero: lowest compared OMol25 entry of this formula, charge and spin): 39.07 kcal/mol
SMILES: CC[C@]1([NH3+])C(Br)=CC=C[C@@H]1N
E_LUMO: -3.277 eV

These are the Löwdin partial charges, in e, on atoms 1 to 4:
1 C -0.03
2 C -0.16
3 C -0.34
4 N 0.16



# C8H14Cl3NO4STl

A molecular structure, C8H14Cl3NO4STl at a distorted geometry (the ωB97M-V functional and the def2-TZVPD basis, OMol25).

ORCA input file:
```
! RIJCOSX wB97M-V def2-TZVPD def2/J DEFGRID3
* xyz 3 1
C -2.68793 1.47902 0.25777
C -1.86249 0.43079 -0.57974
Cl -3.07953 -0.30262 -1.73930
C -1.29587 -0.77893 0.23551
Cl -2.04244 -0.91154 1.92526
C 0.27318 -0.91430 0.32888
C 1.13013 0.12079 1.13113
C 1.00190 1.62418 0.73453
C 1.48253 1.96711 -0.77108
N 2.87184 2.26617 -0.87192
O 0.39319 -2.08571 1.19199
S 0.59587 -3.44361 0.28448
O 1.11827 -4.52336 1.10148
O -0.57177 -3.83419 -0.53545
O 1.62113 -2.69462 -0.80060
C 1.00239 -1.42971 -0.99069
Cl 0.06667 -1.38414 -2.51807
H -2.16901 1.73746 1.20601
H -2.71316 2.42234 -0.31507
H -3.69369 1.11037 0.50107
H -1.12479 0.93864 -1.21435
H -1.63157 -1.70051 -0.28557
H 2.17394 -0.24313 1.14663
H 0.77850 0.04740 2.19172
H 0.00634 2.06834 0.89081
H 1.68335 2.18202 1.40921
H 1.18808 1.23299 -1.53673
H 0.94351 2.92581 -1.03647
H 3.45481 1.47846 -1.17437
H 3.24348 2.72718 -0.03321
H 1.89327 -0.78748 -1.16062
Tl -4.05017 -1.72525 1.02677
*
```

Computed properties:
HOMO: -20.28 eV
Calculated total energy: -71259.3594 eV
Gap between HOMO and LUMO: 2.50 eV
E_LUMO: -17.787 eV

These are the Löwdin partial charges, in e, on atoms 1 to 4:
1 C -0.12
2 C -0.66
3 Cl 0.74
4 C -0.56



# C8H14Cl6O12S3

5 unconnected molecules or ions with the total composition C8H14Cl6O12S3 (the ωB97M-V functional and the def2-TZVPD basis, OMol25).

ORCA input file:
```
! RIJCOSX wB97M-V def2-TZVPD def2/J DEFGRID3
* xyz 0 1
O 4.89898 -3.80119 -2.48088
S 5.23233 -2.53027 -1.97546
O 6.50900 -2.26664 -1.45460
O 4.89710 -1.41891 -3.05367
C 3.50705 -1.08127 -3.01700
C 3.03239 -1.43080 -1.58667
O 4.12546 -2.07186 -0.92605
H 3.44248 -0.01357 -3.19554
H 2.97186 -1.66039 -3.76602
H 2.15108 -2.07157 -1.54277
H 2.80256 -0.53913 -1.00219
O -2.91504 4.50524 3.81785
S -2.77181 3.16494 3.41326
O -2.41348 2.16098 4.34772
O -4.06065 2.68621 2.61945
C -3.69827 1.86397 1.49170
C -2.22593 2.20688 1.17151
O -1.78541 3.13850 2.17092
H -3.81554 0.81955 1.76945
H -4.36118 2.16809 0.69092
H -2.15410 2.72194 0.21577
H -1.57772 1.33689 1.17397
O -4.31651 -1.86255 0.26039
S -3.18558 -2.19206 -0.51061
O -2.52826 -3.43779 -0.34502
O -3.48799 -1.95223 -2.05042
C -2.26772 -1.57201 -2.71981
C -1.37288 -0.93565 -1.62883
O -2.12211 -1.01474 -0.41877
H -1.79732 -2.48611 -3.08240
H -2.55706 -0.95297 -3.56114
H -1.12976 0.11877 -1.74084
H -0.44503 -1.50098 -1.54351
Cl 0.93883 3.89699 0.31678
C 2.40542 3.13467 0.87633
Cl 2.13693 2.17013 2.33731
Cl 3.66911 4.33538 1.16083
H 2.78510 2.45697 0.12409
Cl -1.34328 -0.68544 2.84067
C 0.34802 -1.14064 2.79616
Cl 0.89041 -1.26707 1.10191
Cl 0.63299 -2.63491 3.66270
H 0.95551 -0.36535 3.24252
*
```

Computed properties:
HOMO: -11.23 eV
Calculated total energy: -140730.0994 eV
Gap between HOMO and LUMO: 10.71 eV
Relative energy (zero: lowest compared OMol25 entry of this formula, charge and spin): 0.00 kcal/mol
SMILES: O=S1(=O)OCCO1.O=S1(=O)OCCO1.O=S1(=O)OCCO1.ClC(Cl)Cl.ClC(Cl)Cl
E_LUMO: -0.523 eV

These are the Löwdin partial charges, in e, on atoms 1 to 4:
1 O -0.20
2 S 0.57
3 O -0.19
4 O -0.18



# C8H14Cl8O3

5 unconnected molecules or ions with the total composition C8H14Cl8O3 at a distorted geometry (the ωB97M-V functional and the def2-TZVPD basis, OMol25).

ORCA input file:
```
! RIJCOSX wB97M-V def2-TZVPD def2/J DEFGRID3
* xyz 0 1
C -23.57929 -30.77275 4.62950
C -22.55202 -30.21384 3.59378
C -22.55398 -28.75623 3.28697
O -21.21940 -28.36591 3.32036
C -20.56335 -29.17438 3.97936
O -19.34427 -29.14718 4.25306
O -21.31282 -30.21388 4.26413
H -23.52826 -30.26533 5.59283
H -23.45536 -31.84338 4.79232
H -24.58740 -30.62158 4.24354
H -22.43983 -30.78828 2.67426
H -22.99226 -28.12718 4.06177
H -23.08665 -28.59444 2.34986
Cl -28.38494 -26.41859 2.23134
C -27.34380 -24.92637 2.24375
Cl -26.23186 -25.06340 3.67845
H -26.70030 -24.83760 1.36847
H -27.95643 -24.03221 2.35891
Cl -20.95406 -27.92955 -2.18170
C -21.53263 -27.78527 -3.82481
Cl -21.24613 -26.06125 -4.34262
H -21.10561 -28.52816 -4.49852
H -22.60623 -27.88267 -3.66354
Cl -15.83050 -20.15597 -0.89155
C -15.04994 -21.19120 0.34785
Cl -14.56504 -20.30298 1.75706
H -15.76466 -21.96383 0.63128
H -14.27844 -21.69423 -0.23511
Cl -19.72003 -22.32942 0.39278
C -20.44801 -23.93374 0.45237
Cl -22.24540 -23.97906 0.61324
H -20.25173 -24.40543 -0.51048
H -20.06535 -24.49306 1.30610
*
```

Computed properties:
HOMO: -10.39 eV
Calculated total energy: -114843.7729 eV
Gap between HOMO and LUMO: 10.61 eV
SMILES: C[C@H]1COC(=O)O1.ClCCl.ClCCl.ClCCl.ClCCl
E_LUMO: 0.220 eV

These are the Löwdin partial charges, in e, on atoms 1 to 4:
1 C 0.00
2 C -0.29
3 C -0.10
4 O 0.15



# C8H14F2NO8S2

2 unconnected molecules or ions with the total composition C8H14F2NO8S2 at a distorted geometry (the ωB97M-V functional and the def2-TZVPD basis, OMol25).

ORCA input file:
```
! RIJCOSX wB97M-V def2-TZVPD def2/J DEFGRID3
* xyz -1 1
C -0.94828 1.54969 -0.29279
O 0.19300 1.82422 0.56575
C 1.17357 0.76556 0.52347
C 1.93416 0.55005 1.95021
C 0.95511 0.65869 3.21318
C 0.38819 -0.73558 3.77134
C 0.19755 -1.88872 2.68787
C -1.17025 -2.72560 2.61325
O -0.65128 -4.00675 2.09223
C 0.79686 -3.94506 2.02083
O 1.56829 -4.51781 1.24211
O 1.09087 -2.98867 3.07268
H -1.82611 2.18546 0.10178
H -0.69088 1.89763 -1.35730
H -1.29025 0.45971 -0.26681
H 2.00022 1.09757 -0.21102
H 0.75130 -0.21517 0.10017
H 2.41023 -0.50171 1.87395
H 2.74367 1.35510 2.01191
H 0.08908 1.40881 3.06237
H 1.58432 1.11658 4.07119
H -0.57098 -0.51408 4.37930
H 1.14642 -1.12433 4.55092
H 0.46848 -1.71457 1.59510
H -1.68105 -2.29289 1.67753
H -1.87181 -2.76318 3.50833
N -1.60472 1.32533 -5.99883
S -1.87477 2.21497 -4.72939
O -1.35847 3.56511 -4.74487
O -1.89448 1.55339 -3.44336
F -3.43637 2.49540 -4.93937
S -0.08750 0.92976 -6.12430
O 0.26338 0.39757 -7.42373
O 0.53083 0.25225 -5.00751
F 0.67165 2.33129 -6.14619
*
```

Computed properties:
HOMO: -6.83 eV
Calculated total energy: -53497.5159 eV
Gap between HOMO and LUMO: 9.15 eV
E_LUMO: 2.321 eV

These are the Löwdin partial charges, in e, on atoms 1 to 4:
1 C -0.10
2 O -0.24
3 C -0.23
4 C -0.16



# C8H14F6O4PRb

A molecular structure, C8H14F6O4PRb at a distorted geometry (the ωB97M-V functional and the def2-TZVPD basis, OMol25).

ORCA input file:
```
! RIJCOSX wB97M-V def2-TZVPD def2/J DEFGRID3
* xyz 0 1
Rb -21.00603 -3.85756 -26.71289
P -20.85060 -2.43903 -30.29615
F -20.26774 -1.00636 -29.73384
F -21.96428 -2.40635 -29.10038
F -22.00774 -1.64181 -31.19368
F -21.36891 -3.91686 -30.79477
F -19.88329 -2.50546 -31.58539
F -19.87307 -3.17838 -29.26663
C -23.80356 -6.24275 -24.28937
C -25.09411 -5.92695 -24.93896
C -24.68007 -5.24214 -26.22916
O -23.31194 -5.44233 -26.41844
C -22.90060 -6.47955 -25.54996
H -23.80459 -7.11532 -23.63612
H -23.39218 -5.37309 -23.77699
H -25.74152 -5.28983 -24.33644
H -25.64862 -6.84416 -25.13734
H -24.81712 -4.16087 -26.21655
H -25.33622 -5.54940 -27.04350
H -21.82952 -6.55327 -25.36162
H -23.12568 -7.39010 -26.10522
C -17.92994 -7.00306 -22.94829
C -19.39016 -6.66445 -22.58957
C -19.58972 -5.76950 -21.37730
O -20.46975 -4.72704 -21.81010
C -20.51752 -4.73201 -23.12087
O -20.99681 -3.81415 -23.81370
O -19.80282 -5.79725 -23.61993
H -17.32531 -6.12454 -23.17351
H -17.88671 -7.60825 -23.85382
H -17.41208 -7.46333 -22.10682
H -20.04126 -7.53115 -22.47557
H -18.62464 -5.31225 -21.15903
H -20.02437 -6.28667 -20.52190
*
```

Computed properties:
HOMO: -10.62 eV
Calculated total energy: -42968.8656 eV
Gap between HOMO and LUMO: 10.20 eV
Relative energy (zero: lowest compared OMol25 entry of this formula, charge and spin): 3.90 kcal/mol
E_LUMO: -0.415 eV

These are the Löwdin partial charges, in e, on atoms 1 to 4:
1 Rb 1.07
2 P 0.19
3 F -0.18
4 F -0.26



Which of these has the lowest HOMO?
C8H14Cl3NO4STl



Number 5 is which compound?
C8H14F2NO8S2



Copy entry 4 word for word.
# C8H14Cl8O3

5 unconnected molecules or ions with the total composition C8H14Cl8O3 at a distorted geometry (the ωB97M-V functional and the def2-TZVPD basis, OMol25).

ORCA input file:
```
! RIJCOSX wB97M-V def2-TZVPD def2/J DEFGRID3
* xyz 0 1
C -23.57929 -30.77275 4.62950
C -22.55202 -30.21384 3.59378
C -22.55398 -28.75623 3.28697
O -21.21940 -28.36591 3.32036
C -20.56335 -29.17438 3.97936
O -19.34427 -29.14718 4.25306
O -21.31282 -30.21388 4.26413
H -23.52826 -30.26533 5.59283
H -23.45536 -31.84338 4.79232
H -24.58740 -30.62158 4.24354
H -22.43983 -30.78828 2.67426
H -22.99226 -28.12718 4.06177
H -23.08665 -28.59444 2.34986
Cl -28.38494 -26.41859 2.23134
C -27.34380 -24.92637 2.24375
Cl -26.23186 -25.06340 3.67845
H -26.70030 -24.83760 1.36847
H -27.95643 -24.03221 2.35891
Cl -20.95406 -27.92955 -2.18170
C -21.53263 -27.78527 -3.82481
Cl -21.24613 -26.06125 -4.34262
H -21.10561 -28.52816 -4.49852
H -22.60623 -27.88267 -3.66354
Cl -15.83050 -20.15597 -0.89155
C -15.04994 -21.19120 0.34785
Cl -14.56504 -20.30298 1.75706
H -15.76466 -21.96383 0.63128
H -14.27844 -21.69423 -0.23511
Cl -19.72003 -22.32942 0.39278
C -20.44801 -23.93374 0.45237
Cl -22.24540 -23.97906 0.61324
H -20.25173 -24.40543 -0.51048
H -20.06535 -24.49306 1.30610
*
```

Computed properties:
HOMO: -10.39 eV
Calculated total energy: -114843.7729 eV
Gap between HOMO and LUMO: 10.61 eV
SMILES: C[C@H]1COC(=O)O1.ClCCl.ClCCl.ClCCl.ClCCl
E_LUMO: 0.220 eV

These are the Löwdin partial charges, in e, on atoms 1 to 4:
1 C 0.00
2 C -0.29
3 C -0.10
4 O 0.15



The lowest E_LUMO belongs to which entry?
C8H14Cl3NO4STl